(1)
Entry from the Open Molecules 2025 dataset: one molecule with the formula C18H29N3O (ωB97M-V with the def2-TZVPD basis set).

Structure (XYZ):
```
51
Properties=species:S:1:pos:R:3
C -6.451 -1.269 -0.496
C -6.337 -0.499 0.813
H -7.335 -0.205 1.148
H -5.913 -1.161 1.571
C -5.456 0.764 0.732
C -4.053 0.388 0.321
C -3.168 -0.081 1.287
C -1.884 -0.481 0.971
C -1.448 -0.419 -0.348
C -2.322 0.054 -1.323
C -3.605 0.448 -0.992
H -4.254 0.805 -1.775
H -1.996 0.110 -2.354
N -0.167 -0.808 -0.751
C 0.848 -1.339 0.013
O 0.792 -1.527 1.209
N 1.961 -1.627 -0.724
H 1.959 -1.489 -1.722
C 3.139 -2.240 -0.153
C 4.414 -1.423 -0.402
N 4.736 -0.544 0.704
C 6.065 0.031 0.620
C 6.189 1.155 -0.417
C 5.160 2.245 -0.121
C 3.763 1.633 -0.038
C 3.760 0.493 0.987
H 2.772 0.043 1.064
H 4.013 0.903 1.971
H 3.033 2.389 0.256
H 3.469 1.251 -1.019
H 5.194 3.018 -0.892
H 5.402 2.714 0.836
H 7.199 1.568 -0.388
H 6.023 0.752 -1.418
H 6.779 -0.768 0.400
H 6.303 0.433 1.610
H 4.307 -0.897 -1.368
H 5.253 -2.117 -0.501
H 3.263 -3.242 -0.582
H 2.961 -2.336 0.919
H 0.006 -0.699 -1.740
H -1.217 -0.841 1.735
H -3.491 -0.135 2.317
C -6.086 1.840 -0.151
H -6.276 1.477 -1.157
H -5.429 2.705 -0.215
H -7.034 2.159 0.277
H -5.397 1.171 1.749
H -6.941 -0.674 -1.263
H -7.038 -2.172 -0.345
H -5.466 -1.556 -0.856
```

HOMO-LUMO gap ... 8.61 eV
Structure (SMILES) ... CC[C@H](C)c1ccc(NC(=O)NCCN2CCCCC2)cc1
Energy ... -942.82685 Eh
LUMO ... 0.587 eV
Energy above the lowest of the compared OMol25 structures with the same formula, charge and spin ... 0.177 eV
E_HOMO ... -0.295 Eh

***

(2)
Entry from the Open Molecules 2025 dataset: a 3-piece molecular cluster, C18H30Br2F7N2O4 overall in a non-equilibrium geometry (ωB97M-V with the def2-TZVPD basis set).

Structure (XYZ):
```
63
Properties=species:S:1:pos:R:3
C 5.215 0.936 1.386
C 3.887 0.486 0.527
Br 3.202 -1.140 1.447
C 2.887 1.756 0.563
Br 2.267 1.942 2.451
C 1.756 1.803 -0.556
C 1.830 0.713 -1.738
C 1.206 -0.708 -1.477
N 0.061 -0.887 -0.503
N 0.301 -2.158 0.032
C 0.044 -3.282 -0.885
O 0.577 -4.387 -0.579
F -0.697 -3.262 -2.094
C -0.209 -2.524 1.329
O 0.237 -2.229 2.471
F -1.401 -3.350 1.364
C -0.261 0.231 0.422
C -1.859 0.461 0.663
F -2.521 0.966 -0.533
F -2.590 -0.721 0.975
C -2.198 1.523 1.824
F -3.413 1.104 2.478
F -1.225 1.640 2.848
F -2.406 2.853 1.312
C 0.220 1.718 -0.077
H 5.291 2.067 1.533
H 6.191 0.570 0.912
H 5.088 0.482 2.448
H 4.286 0.221 -0.512
H 3.576 2.677 0.392
H 1.843 2.834 -1.091
H 1.275 1.188 -2.645
H 2.917 0.572 -2.125
H 2.087 -1.416 -1.200
H 0.840 -1.119 -2.504
H -0.799 -0.984 -1.108
H 0.236 0.164 1.473
H 0.060 2.529 0.712
H -0.377 2.074 -1.012
C 2.866 -0.621 -6.059
C 3.831 -0.867 -4.910
C 4.992 -1.749 -5.341
O 3.135 -1.493 -3.830
H 2.435 -1.562 -6.416
H 2.031 0.005 -5.732
H 3.366 -0.127 -6.896
H 4.214 0.089 -4.540
H 4.635 -2.730 -5.673
H 5.671 -1.928 -4.503
H 5.555 -1.289 -6.156
H 2.792 -2.341 -4.148
C -6.952 -0.113 5.573
C -7.454 0.781 4.450
C -6.330 1.158 3.497
O -8.022 1.964 5.004
H -6.188 0.399 6.168
H -7.767 -0.366 6.256
H -6.524 -1.039 5.179
H -8.247 0.267 3.898
H -5.545 1.715 4.019
H -6.704 1.809 2.702
H -5.884 0.270 3.041
H -7.329 2.426 5.495
```

HOMO-LUMO gap ... 7.14 eV
Energy ... -6960.96143 Eh
LUMO ... -4.436 eV
E_HOMO ... -0.425 Eh
Total charge ... +1

***

(3)
Entry from the Open Molecules 2025 dataset: a 4-piece molecular cluster, C18H30Br2O12S3 overall in a non-equilibrium geometry (ωB97M-V with the def2-TZVPD basis set).

Structure (XYZ):
```
65
Properties=species:S:1:pos:R:3
C -1.687 -2.363 0.136
C -2.410 -1.178 0.717
C -3.215 -0.207 -0.330
C -2.925 1.230 -0.588
C -1.806 2.265 0.014
Br -2.492 4.024 0.734
C -0.334 2.046 0.059
C 0.334 0.653 -0.488
Br 0.834 3.516 0.824
C -4.080 1.696 -1.685
O -4.130 2.926 -2.205
O -4.979 0.543 -1.907
C -4.500 -0.699 -1.233
O -5.012 -1.938 -1.395
H -0.936 -3.043 0.723
H -1.839 -2.600 -1.020
H -2.315 -0.997 1.881
H 0.179 -0.221 0.311
H 0.030 0.346 -1.575
H 1.513 0.837 -0.518
O -4.390 1.123 3.314
S -4.314 2.407 3.976
O -3.208 3.317 3.764
O -4.518 2.192 5.578
C -3.674 1.272 6.254
C -2.297 1.861 6.501
C -5.826 3.290 3.676
H -3.607 0.327 5.704
H -4.146 1.052 7.217
H -1.758 2.008 5.561
H -1.700 1.197 7.133
H -2.375 2.840 6.985
H -6.669 2.627 3.880
H -5.835 3.598 2.629
H -5.856 4.169 4.323
O 4.750 0.644 -0.237
S 5.625 1.731 0.144
O 5.114 2.988 0.648
O 6.657 2.037 -1.080
C 6.124 2.301 -2.370
C 5.581 3.715 -2.466
C 6.826 1.115 1.298
H 5.359 1.563 -2.634
H 6.945 2.185 -3.085
H 4.699 3.840 -1.831
H 5.293 3.949 -3.495
H 6.327 4.441 -2.129
H 7.254 0.191 0.904
H 6.317 0.919 2.243
H 7.599 1.872 1.442
O -0.818 -3.953 -2.519
S -0.256 -5.186 -3.029
O 0.588 -6.039 -2.219
O 0.503 -4.880 -4.438
C 1.500 -3.870 -4.469
C 2.803 -4.358 -3.865
C -1.572 -6.174 -3.695
H 1.148 -2.960 -3.971
H 1.667 -3.617 -5.521
H 2.697 -4.532 -2.790
H 3.598 -3.621 -4.010
H 3.109 -5.306 -4.317
H -2.188 -5.552 -4.346
H -2.169 -6.549 -2.861
H -1.141 -7.010 -4.249
```

HOMO-LUMO gap ... 7.30 eV
Structure (SMILES) ... C=CC1=C(/C(Br)=C(\C)Br)C(=O)OC1=O.CCOS(C)(=O)=O.CCOS(C)(=O)=O.CCOS(C)(=O)=O
Energy ... -7948.99283 Eh
LUMO ... -1.509 eV
Energy above the lowest of the compared OMol25 structures with the same formula, charge and spin ... 7.548 eV
E_HOMO ... -0.324 Eh

***

(4)
Entry from the Open Molecules 2025 dataset: a 4-piece molecular cluster, C18H30BrN4O2 overall in a non-equilibrium geometry (ωB97M-V with the def2-TZVPD basis set).

Structure (XYZ):
```
55
Properties=species:S:1:pos:R:3
Br -0.821 1.034 2.660
C -3.129 1.812 -1.045
C -3.796 1.509 0.369
O -4.585 0.635 0.615
N -3.539 2.613 1.446
H -3.092 2.133 2.214
H -2.724 3.192 1.303
C -4.983 3.077 1.975
H -3.936 1.897 -1.772
H -2.504 0.947 -1.267
H -2.558 2.740 -1.034
H -5.573 2.262 2.394
H -5.376 3.587 1.096
H -4.846 3.783 2.794
C -1.486 -1.318 5.808
C -0.680 -0.295 6.627
O -0.684 -0.291 7.849
N 0.261 0.583 5.847
H -0.014 0.671 4.879
H 0.097 1.407 6.406
C 1.710 0.089 6.074
H -1.167 -2.360 5.852
H -1.338 -0.956 4.790
H -2.532 -1.379 6.108
H 2.342 0.876 5.663
H 2.030 -0.781 5.501
H 1.809 -0.096 7.144
C 2.682 -0.186 1.515
N 2.452 -0.375 0.099
C 1.466 0.481 -0.410
C 1.042 0.203 -1.687
C 1.663 -0.828 -2.511
C 2.649 -1.603 -1.843
C 3.019 -1.366 -0.580
C 1.268 -1.054 -3.903
C 0.873 -2.338 -4.382
C 0.880 -2.574 -5.773
N 1.375 -1.592 -6.624
C 1.793 -0.401 -6.189
C 1.731 -0.087 -4.830
C 1.478 -1.928 -8.127
H 3.380 -0.905 1.944
H 1.770 -0.081 2.103
H 3.138 0.789 1.693
H 1.072 1.236 0.255
H 0.281 0.807 -2.158
H 3.073 -2.419 -2.409
H 3.666 -2.017 -0.011
H 0.557 -3.088 -3.673
H 0.774 -3.539 -6.247
H 2.367 0.321 -6.752
H 2.115 0.891 -4.582
H 1.465 -3.010 -8.258
H 2.379 -1.339 -8.297
H 0.706 -1.372 -8.659
```

HOMO-LUMO gap ... 6.88 eV
Energy ... -3646.41639 Eh
LUMO ... -9.363 eV
Energy above the lowest of the compared OMol25 structures with the same formula, charge and spin ... 3.070 eV
E_HOMO ... -0.597 Eh
Total charge ... +3